ORCA calculation (ωB97M-V/def2-TZVPD) on an isolated molecule of C24H34N2O7S in a non-equilibrium geometry.

The total energy comes out at -53587.586 eV. As for the energy above the lowest of the compared OMol25 structures with the same formula, charge and spin: 0.0 kJ/mol. Its structure (SMILES) is COc1ccc(/C=C/C(=O)OCC(=O)N[C@@H]2CCC[C@@H](C)[C@H]2C)cc1S(=O)(=O)N1CCOCC1.

CARTESIAN COORDINATES (ANGSTROEM)
1 C 5.7396 3.9139 -1.1818
2 O 5.1985 2.6696 -0.7896
3 C 3.9419 2.6134 -0.3340
4 C 3.0662 3.6943 -0.1936
5 C 1.7830 3.4926 0.2723
6 C 1.3243 2.2200 0.6221
7 C -0.0164 1.9550 1.0886
8 C -1.0840 2.7632 1.0206
9 C -2.3915 2.2573 1.4429
10 O -2.5658 1.2216 2.0556
11 O -3.3832 3.0496 1.0260
12 C -4.7246 2.6006 1.2096
13 C -5.0926 1.6078 0.0847
14 O -5.7946 1.9262 -0.8496
15 N -4.5405 0.3980 0.2591
16 C -4.5092 -0.6165 -0.7764
17 C -4.8157 -1.9901 -0.1785
18 C -3.6829 -2.4932 0.7125
19 C -2.3615 -2.5056 -0.0491
20 C -2.0338 -1.1091 -0.5791
21 C -0.6621 -1.0831 -1.2517
22 C -3.1481 -0.5884 -1.5063
23 C -3.2403 -1.3268 -2.8404
24 C 2.2133 1.1451 0.4913
25 C 3.4866 1.3401 0.0242
26 S 4.6465 -0.0125 -0.2137
27 O 4.8308 -0.2074 -1.6195
28 O 5.7925 0.2000 0.6205
29 N 3.7432 -1.3115 0.3745
30 C 3.9298 -1.5749 1.7875
31 C 2.8391 -2.5510 2.2382
32 O 2.8674 -3.7367 1.4816
33 C 2.7116 -3.4747 0.1055
34 C 3.8043 -2.5335 -0.4041
35 H 5.1733 4.3511 -2.0095
36 H 6.7534 3.6961 -1.5109
37 H 5.7718 4.6165 -0.3437
38 H 3.3834 4.6922 -0.4515
39 H 1.1257 4.3417 0.3765
40 H -0.1783 0.9681 1.5060
41 H -1.0713 3.7513 0.5915
42 H -4.8332 2.1306 2.1924
43 H -5.3502 3.4894 1.1287
44 H -3.9391 0.2512 1.0600
45 H -5.2969 -0.3385 -1.4855
46 H -4.9762 -2.6959 -0.9943
47 H -5.7429 -1.9278 0.3944
48 H -3.9192 -3.4993 1.0650
49 H -3.5853 -1.8527 1.5918
50 H -2.4170 -3.2159 -0.8757
51 H -1.5599 -2.8378 0.6148
52 H -1.9862 -0.4332 0.2821
53 H 0.1160 -1.3052 -0.5238
54 H -0.5997 -1.8244 -2.0442
55 H -0.4580 -0.1011 -1.6735
56 H -2.9304 0.4639 -1.7309
57 H -3.3890 -2.3934 -2.7013
58 H -2.3358 -1.1770 -3.4230
59 H -4.0777 -0.9384 -3.4156
60 H 1.8976 0.1444 0.7371
61 H 3.8569 -0.6294 2.3251
62 H 4.9205 -2.0102 1.9747
63 H 2.9925 -2.8477 3.2766
64 H 1.8539 -2.0686 2.1383
65 H 2.7701 -4.4413 -0.3962
66 H 1.7251 -3.0241 -0.0805
67 H 3.6498 -2.2685 -1.4489
68 H 4.7843 -3.0191 -0.2955

These are the natural (NBO) partial charges, in e, on atoms 1 to 5: C -0.2546; O -0.4832; C 0.4312; C -0.3250; C -0.1423

***

ORCA calculation (ωB97M-V/def2-TZVPD) on an isolated molecule of C24H34N2O7S in a non-equilibrium geometry.

The total energy comes out at -53587.452 eV. As for the energy above the lowest of the compared OMol25 structures with the same formula, charge and spin: 12.9 kJ/mol. Its structure (SMILES) is COc1ccc(/C=C/C(=O)OCC(=O)N[C@@H]2CCC[C@@H](C)[C@H]2C)cc1S(=O)(=O)N1CCOCC1.

CARTESIAN COORDINATES (ANGSTROEM)
1 C -5.1481 -4.2834 -0.6309
2 O -4.9338 -2.9017 -0.4310
3 C -3.7086 -2.4652 -0.1176
4 C -2.5683 -3.2570 0.0449
5 C -1.3617 -2.6759 0.3755
6 C -1.2371 -1.2953 0.5593
7 C 0.0059 -0.6446 0.9067
8 C 1.1909 -1.2327 1.1284
9 C 2.4052 -0.4892 1.4668
10 O 3.4817 -1.0226 1.6563
11 O 2.2137 0.8322 1.5468
12 C 3.3168 1.6577 1.9082
13 C 4.2085 1.9948 0.6938
14 O 4.2304 3.1037 0.2045
15 N 4.9312 0.9496 0.2750
16 C 5.7834 0.9807 -0.8964
17 C 5.3126 -0.0650 -1.9113
18 C 5.5601 -1.4866 -1.4142
19 C 7.0323 -1.6824 -1.0683
20 C 7.4877 -0.6678 -0.0187
21 C 8.9410 -0.9167 0.3804
22 C 7.2571 0.7785 -0.4943
23 C 8.1841 1.2110 -1.6295
24 C -2.3868 -0.5099 0.3929
25 C -3.5865 -1.0831 0.0608
26 S -5.0946 -0.1293 -0.1634
27 O -5.5142 -0.2734 -1.5275
28 O -6.0078 -0.4722 0.8853
29 N -4.5232 1.4310 0.1119
30 C -4.2344 2.1970 -1.0872
31 C -5.5055 2.8550 -1.6321
32 O -6.1418 3.6329 -0.6411
33 C -6.4863 2.8492 0.4802
34 C -5.2447 2.2076 1.1030
35 H -4.9263 -4.8558 0.2747
36 H -4.5494 -4.6628 -1.4643
37 H -6.2050 -4.3793 -0.8708
38 H -2.6210 -4.3262 -0.0857
39 H -0.4974 -3.3102 0.4930
40 H -0.0454 0.4330 0.9906
41 H 1.3389 -2.3001 1.0691
42 H 2.8799 2.5804 2.2919
43 H 3.9152 1.1615 2.6803
44 H 4.8202 0.0603 0.7473
45 H 5.6632 1.9842 -1.3200
46 H 5.8472 0.0918 -2.8489
47 H 4.2481 0.0849 -2.1065
48 H 5.2616 -2.1985 -2.1869
49 H 4.9489 -1.6878 -0.5315
50 H 7.6385 -1.5809 -1.9704
51 H 7.1874 -2.6918 -0.6811
52 H 6.8716 -0.8167 0.8760
53 H 9.5905 -0.9201 -0.4910
54 H 9.2863 -0.1492 1.0695
55 H 9.0324 -1.8830 0.8717
56 H 7.4492 1.4450 0.3556
57 H 9.2163 1.2321 -1.2921
58 H 7.9181 2.2131 -1.9585
59 H 8.1144 0.5433 -2.4830
60 H -2.3426 0.5591 0.5290
61 H -3.8185 1.5149 -1.8275
62 H -3.4949 2.9619 -0.8278
63 H -5.2701 3.5384 -2.4496
64 H -6.1816 2.0656 -1.9890
65 H -6.9753 3.5241 1.1845
66 H -7.1831 2.0500 0.1856
67 H -5.5288 1.5304 1.9066
68 H -4.5688 2.9805 1.4827

These are the natural (NBO) partial charges, in e, on atoms 1 to 5: C -0.2532; O -0.4711; C 0.3402; C -0.3203; C -0.0774

***

ORCA calculation (ωB97M-V/def2-TZVPD) on an isolated molecule of C24H34N2O8S.

The total energy comes out at -55636.269 eV. Its structure (SMILES) is COc1cc(C(=O)N[C@@H](CCSC)C(=O)OCC(=O)NC(=O)C2CCCCC2)cc(OC)c1OC.

CARTESIAN COORDINATES (ANGSTROEM)
1 C -0.7705 -4.1136 0.6338
2 O 0.5012 -4.3265 0.0580
3 C 1.4209 -3.3169 0.1206
4 C 1.1062 -2.0447 0.5806
5 C 2.0560 -1.0310 0.6200
6 C 1.6123 0.2801 1.1291
7 O 0.5385 0.4409 1.6951
8 N 2.4756 1.3254 0.9717
9 C 2.0647 2.6405 1.3896
10 C 3.2371 3.6028 1.5909
11 C 4.1660 3.6758 0.3836
12 S 3.2839 3.8261 -1.2075
13 C 2.8484 5.5826 -1.1921
14 C 1.0113 3.2644 0.4709
15 O 0.6472 4.4100 0.5606
16 O 0.4646 2.3540 -0.3387
17 C -0.6383 2.7563 -1.1262
18 C -1.8536 1.8371 -0.9956
19 O -2.8151 2.0346 -1.7009
20 N -1.7310 0.8373 -0.0794
21 C -2.5769 -0.2536 0.1475
22 O -2.1362 -1.2009 0.7516
23 C -3.9943 -0.1595 -0.3460
24 C -4.6726 -1.5288 -0.3008
25 C -6.1240 -1.4175 -0.7536
26 C -6.8834 -0.4294 0.1257
27 C -6.2088 0.9379 0.0892
28 C -4.7568 0.8357 0.5439
29 C 3.3625 -1.2920 0.2075
30 C 3.6958 -2.5536 -0.2472
31 O 4.9406 -2.9233 -0.6639
32 C 5.9676 -1.9658 -0.6408
33 C 2.7324 -3.5867 -0.3052
34 O 3.2266 -4.7532 -0.7917
35 C 2.4701 -5.9423 -0.7699
36 H -0.6915 -3.8714 1.6966
37 H -1.3223 -3.3168 0.1312
38 H -1.2996 -5.0576 0.5122
39 H 0.1081 -1.8083 0.9130
40 H 3.1455 1.2806 0.2217
41 H 1.5384 2.5121 2.3473
42 H 3.8198 3.2962 2.4613
43 H 2.8104 4.5874 1.7908
44 H 4.8414 4.5267 0.4692
45 H 4.7665 2.7707 0.2922
46 H 2.0616 5.7552 -0.4618
47 H 2.4881 5.8197 -2.1880
48 H 3.7344 6.1688 -0.9673
49 H -0.3368 2.7666 -2.1795
50 H -0.9411 3.7736 -0.8451
51 H -0.8548 0.7680 0.4533
52 H -3.9954 0.2260 -1.3689
53 H -4.6289 -1.9150 0.7194
54 H -4.1307 -2.2274 -0.9417
55 H -6.5998 -2.3992 -0.7093
56 H -6.1552 -1.0761 -1.7908
57 H -6.9001 -0.7983 1.1539
58 H -7.9168 -0.3433 -0.2162
59 H -6.2359 1.3325 -0.9284
60 H -6.7441 1.6362 0.7358
61 H -4.7168 0.4917 1.5803
62 H -4.2851 1.8176 0.4883
63 H 4.1208 -0.5301 0.2737
64 H 6.1618 -1.6028 0.3747
65 H 6.8533 -2.4792 -1.0115
66 H 5.7449 -1.1159 -1.2956
67 H 3.1440 -6.7088 -1.1528
68 H 1.5894 -5.8760 -1.4113
69 H 2.1587 -6.2052 0.2432

These are the natural (NBO) partial charges, in e, on atoms 1 to 5: C -0.2563; O -0.5114; C 0.2316; C -0.2816; C -0.0908

***

ORCA calculation (ωB97M-V/def2-TZVPD) on the ion C24H34N3O3 with charge +1 in a non-equilibrium geometry.

The total energy comes out at -36043.907 eV. As for the energy above the lowest of the compared OMol25 structures with the same formula, charge and spin: 318.3 kJ/mol. As for the total charge: +1. Its structure (SMILES) is C[C@@H](O)C[NH2+]C(c1ccc(N2CCOCC2)cc1)c1ccc(N2CCOCC2)cc1.

CARTESIAN COORDINATES (ANGSTROEM)
1 C 2.0267 -6.7909 5.4854
2 C 0.8842 -5.8139 5.2435
3 O 0.4843 -5.4698 6.5819
4 C 1.3147 -4.5861 4.4261
5 N 0.1431 -3.3071 4.0240
6 C 0.0575 -2.4550 2.8694
7 C -1.2692 -1.6871 2.8183
8 C -1.4331 -0.4333 3.4178
9 C -2.6552 0.2334 3.4060
10 C -3.7288 -0.2246 2.6202
11 N -4.9679 0.4403 2.5237
12 C -5.3179 1.4032 3.5739
13 C -6.8141 1.7059 3.4980
14 O -7.1598 2.2177 2.2034
15 C -6.9002 1.2676 1.1737
16 C -5.4555 0.7632 1.1716
17 C -3.5375 -1.4424 1.9267
18 C -2.3398 -2.1547 2.0347
19 C 1.2926 -1.5604 2.6597
20 C 2.5276 -2.0607 3.0582
21 C 3.6683 -1.2616 3.0901
22 C 3.6994 -0.0176 2.4479
23 N 4.8722 0.7581 2.4145
24 C 5.8548 0.4651 3.4637
25 C 6.8986 1.5666 3.4775
26 O 7.5398 1.6569 2.2029
27 C 6.6194 2.0014 1.1671
28 C 5.4310 1.0461 1.0850
29 C 2.4902 0.4293 1.8522
30 C 1.3133 -0.3149 1.9786
31 H 2.5019 -7.1244 4.5562
32 H 2.8048 -6.3298 6.1112
33 H 1.6912 -7.6865 6.0272
34 H 0.0719 -6.3464 4.7280
35 H -0.3402 -4.9480 6.5918
36 H 2.0700 -4.0523 5.0232
37 H 1.7286 -4.9099 3.4578
38 H 0.2541 -2.7922 4.8905
39 H -0.7063 -3.8304 4.1760
40 H 0.0515 -3.1669 2.0201
41 H -0.5910 0.0642 3.8887
42 H -2.7833 1.1547 3.9690
43 H -5.0979 0.9592 4.5528
44 H -4.7528 2.3518 3.4646
45 H -7.3842 0.7823 3.7393
46 H -7.0862 2.5183 4.1893
47 H -7.5814 0.3997 1.2480
48 H -7.0926 1.8179 0.2449
49 H -4.8252 1.5524 0.7137
50 H -5.3866 -0.1419 0.5634
51 H -4.3706 -1.8399 1.3289
52 H -2.2373 -3.0859 1.4634
53 H 2.6134 -3.0856 3.3755
54 H 4.5610 -1.6544 3.5754
55 H 6.3562 -0.5033 3.2897
56 H 5.3435 0.4416 4.4295
57 H 6.4144 2.5200 3.7621
58 H 7.7119 1.3234 4.1743
59 H 7.2104 1.9301 0.2434
60 H 6.2380 3.0311 1.3003
61 H 5.7797 0.1106 0.6023
62 H 4.6352 1.4840 0.4745
63 H 2.5001 1.3931 1.3382
64 H 0.3902 0.1181 1.5481

These are the natural (NBO) partial charges, in e, on atoms 1 to 5: C -0.6217; C 0.0422; O -0.7057; C -0.1814; N -0.5332

***

ORCA calculation (ωB97M-V/def2-TZVPD) on a structure of composition C24H34N3O9S2Zr in a non-equilibrium geometry.

The total energy comes out at -71265.283 eV. As for the energy above the lowest of the compared OMol25 structures with the same formula, charge and spin: 22.0 kJ/mol. As for the total charge: +3.

CARTESIAN COORDINATES (ANGSTROEM)
1 Zr 0.6620 1.2252 0.3507
2 C 3.5272 0.8146 1.5349
3 C 3.9781 1.0273 0.1145
4 O 2.8108 1.0126 -0.7493
5 C 2.9294 1.9044 -1.8833
6 C 2.5355 3.2982 -1.4561
7 O 1.3889 3.1856 -0.5683
8 C 1.1859 4.3921 0.2265
9 C -0.0158 4.1418 1.0852
10 O 0.1980 2.9178 1.8512
11 C 1.0128 3.0908 3.0497
12 C 2.0531 1.9889 3.0985
13 O 2.3916 1.7039 1.7129
14 H 4.3233 1.0833 2.2238
15 H 3.2106 -0.2055 1.7253
16 H 4.6650 0.2426 -0.1948
17 H 4.4755 1.9916 0.0229
18 H 2.2629 1.5295 -2.6468
19 H 3.9439 1.8893 -2.2747
20 H 2.2711 3.9100 -2.3152
21 H 3.3304 3.7958 -0.9008
22 H 1.0211 5.2442 -0.4288
23 H 2.0879 4.5628 0.8115
24 H -0.8731 3.9520 0.4539
25 H -0.2418 4.9764 1.7416
26 H 0.3624 3.0420 3.9166
27 H 1.4829 4.0694 3.0125
28 H 1.6757 1.0887 3.5665
29 H 2.9392 2.3326 3.6238
30 O 0.2729 0.6684 -1.6413
31 C 0.3065 -0.4483 -2.2166
32 C 0.8771 -1.6284 -1.6858
33 C 0.9844 -2.7449 -2.5324
34 C 1.6417 -3.8502 -2.0844
35 C 2.2159 -3.8919 -0.8181
36 C 2.0782 -2.8136 0.0411
37 C 1.3862 -1.6818 -0.3691
38 O 1.1609 -0.6871 0.4932
39 N 1.7512 -5.0332 -2.9705
40 O 1.0096 -5.0605 -3.9288
41 O 2.4777 -5.9219 -2.5920
42 H -0.0936 -0.4987 -3.2307
43 H 0.5710 -2.7356 -3.5359
44 H 2.7630 -4.7804 -0.5236
45 H 2.4997 -2.8448 1.0396
46 N -0.7302 -2.4232 2.1561
47 C -1.1483 -1.4179 2.9132
48 N -2.0146 -1.6612 3.8845
49 S -0.6311 0.2067 2.6986
50 H -1.0003 -3.3776 2.3387
51 H -0.0062 -2.2561 1.4824
52 H -2.2810 -2.5998 4.1441
53 H -2.3024 -0.9103 4.4914
54 C -4.3821 -3.8052 -2.1151
55 C -3.9673 -2.5223 -1.4473
56 C -3.3198 -1.5112 -2.1719
57 C -2.9276 -0.3321 -1.5661
58 C -3.1785 -0.1604 -0.2046
59 C -3.8218 -1.1401 0.5390
60 C -4.2170 -2.3101 -0.0912
61 S -2.7467 1.3419 0.6135
62 C -3.7547 2.4882 -0.3053
63 O -1.3078 1.6892 0.0633
64 H -4.4968 -3.6796 -3.1910
65 H -5.3210 -4.1793 -1.7077
66 H -3.6261 -4.5774 -1.9508
67 H -3.1668 -1.6420 -3.2384
68 H -2.4579 0.4545 -2.1462
69 H -4.0472 -0.9784 1.5891
70 H -4.7537 -3.0647 0.4743
71 H -3.5134 2.4300 -1.3654
72 H -3.5857 3.4906 0.0899
73 H -4.7909 2.1933 -0.1261

These are the Mulliken partial charges, in e, on atoms 1 to 5: Zr 0.6712; C -0.6289; C -0.5980; O -0.0365; C -0.7854

***

ORCA calculation (ωB97M-V/def2-TZVPD) on an isolated molecule of C24H34N4O2 in a non-equilibrium geometry.

The total energy comes out at -35495.826 eV. As for the energy above the lowest of the compared OMol25 structures with the same formula, charge and spin: 204.9 kJ/mol. Its structure (SMILES) is O=C(CCc1nnc(CCCCc2ccccc2)o1)N1CCC(N2CCCC2)CC1.

CARTESIAN COORDINATES (ANGSTROEM)
1 O -3.3047 1.5915 -1.3572
2 C -3.2956 2.4674 -0.5080
3 C -4.1030 2.2903 0.7790
4 C -4.0679 0.8026 1.1337
5 C -2.6503 0.3840 1.2490
6 N -1.6334 1.1458 1.4855
7 N -0.5307 0.3620 1.4463
8 C -0.9290 -0.8387 1.1929
9 C -0.0971 -2.0482 1.0166
10 C -0.1082 -2.4914 -0.4526
11 C 0.8086 -3.6840 -0.7142
12 C 0.3354 -4.9737 -0.0326
13 C 1.2124 -6.1249 -0.4354
14 C 0.9052 -6.8937 -1.5505
15 C 1.7320 -7.9313 -1.9425
16 C 2.8817 -8.2120 -1.2245
17 C 3.1990 -7.4497 -0.1134
18 C 2.3697 -6.4133 0.2764
19 O -2.2754 -0.8971 1.0608
20 N -2.5971 3.6096 -0.6760
21 C -2.4160 4.6657 0.2939
22 C -1.0969 4.4594 1.0396
23 C 0.0662 4.4631 0.0387
24 N 1.3234 4.3608 0.7551
25 C 1.6565 3.0802 1.3583
26 C 2.6065 2.3438 0.3902
27 C 3.1768 3.4517 -0.5066
28 C 2.5184 4.7421 0.0254
29 C -0.2010 3.3975 -1.0395
30 C -1.5629 3.6340 -1.6939
31 H -5.1314 2.6144 0.6120
32 H -3.6688 2.8517 1.6010
33 H -4.5311 0.2100 0.3428
34 H -4.5939 0.6108 2.0724
35 H -0.4963 -2.8431 1.6490
36 H 0.9176 -1.8065 1.3332
37 H 0.2183 -1.6518 -1.0704
38 H -1.1306 -2.7422 -0.7433
39 H 0.8529 -3.8583 -1.7916
40 H 1.8203 -3.4490 -0.3767
41 H -0.6976 -5.1741 -0.3252
42 H 0.3709 -4.8533 1.0513
43 H 0.0078 -6.6793 -2.1137
44 H 1.4783 -8.5229 -2.8102
45 H 3.5274 -9.0225 -1.5290
46 H 4.0943 -7.6642 0.4519
47 H 2.6204 -5.8227 1.1466
48 H -3.2602 4.7136 0.9797
49 H -2.3851 5.6124 -0.2588
50 H -0.9452 5.2496 1.7746
51 H -1.1333 3.4993 1.5546
52 H 0.0819 5.4473 -0.4510
53 H 0.7721 2.4925 1.5865
54 H 2.1819 3.2925 2.2957
55 H 3.3885 1.8202 0.9373
56 H 2.0576 1.6074 -0.1948
57 H 2.9152 3.2855 -1.5516
58 H 4.2620 3.5137 -0.4415
59 H 2.2888 5.4557 -0.7660
60 H 3.1954 5.2279 0.7373
61 H 0.5764 3.4261 -1.8035
62 H -0.2051 2.4101 -0.5773
63 H -1.7859 2.8494 -2.4182
64 H -1.5863 4.6061 -2.1973

These are the natural (NBO) partial charges, in e, on atoms 1 to 5: O -0.6591; C 0.7035; C -0.4940; C -0.4444; C 0.4958